(1)
Here is an isolated molecule of C8H16N4O in a non-equilibrium geometry from OMol25. Energies are from ωB97M-V/def2-TZVPD.

Properties
- DFT total energy (eV) = -16559.4899
- HOMO level (Ha) = -0.299
- total charge = 0
- structure (SMILES) = CCC/C(NN(C)CC#N)=C(/N)O
- energy above the lowest of the compared OMol25 structures with the same formula, charge and spin (eV) = 3.539
- LUMO (eV) = 0.78
- Kohn-Sham gap (Ha) = 0.3279
- molar mass (g mol⁻¹) = 184.24

Last column: natural (NBO) charge in e.
Geometry (Å):
1 C -1.86251 1.18230 1.35215  0.29
2 C -0.21631 1.51021 -0.67164  0.52
3 C -2.17972 -0.21527 1.10598  -0.34
4 C 0.21511 0.32859 -0.22752  -0.07
5 C 3.83733 -0.56222 0.38459  -0.60
6 C -2.63785 -2.01725 -0.50228  -0.43
7 C 1.51652 0.13196 0.50818  -0.39
8 C 2.58482 -0.32374 -0.37545  -0.42
9 N -1.84179 2.31025 1.58182  -0.36
10 N -0.57649 -0.83094 -0.55583  -0.51
11 N -2.05326 -0.64997 -0.29715  -0.28
12 N -1.22928 1.76419 -1.62967  -0.83
13 O 0.31605 2.75507 -0.35442  -0.71
14 H -1.52852 -0.77748 2.00600  0.22
15 H -3.18023 -0.35382 1.31277  0.24
16 H 3.50101 -0.72606 1.52608  0.20
17 H 4.67062 0.14024 0.20426  0.22
18 H 4.32107 -1.54296 0.07421  0.21
19 H -2.26347 -2.96193 -0.06432  0.20
20 H -3.69378 -1.96087 -0.13726  0.20
21 H -2.49599 -2.15953 -1.60949  0.21
22 H 1.80954 0.93792 1.12810  0.21
23 H 1.34172 -0.76332 1.25568  0.20
24 H 2.21786 -1.22771 -0.80893  0.20
25 H 2.84496 0.32538 -1.17611  0.21
26 H 0.50175 2.78003 0.66932  0.50
27 H -0.51755 -1.06755 -1.57908  0.37
28 H -2.05508 1.25910 -1.42791  0.39
29 H -1.34650 2.71542 -1.69210  0.38

(2)
Here is the ion C6H8Cl2NO2 with charge -1 in a non-equilibrium geometry from OMol25. Energies are from ωB97M-V/def2-TZVPD.

Properties
- DFT total energy (eV) = -36981.5391
- HOMO level (Ha) = -0.157
- total charge = -1
- energy above the lowest of the compared OMol25 structures with the same formula, charge and spin (eV) = 1.250
- LUMO (eV) = 3.21
- Kohn-Sham gap (Ha) = 0.2746
- molar mass (g mol⁻¹) = 197.04

Last column: natural (NBO) charge in e.
Geometry (Å):
1 C -1.56940 0.78998 -0.56946  0.71
2 C -0.09390 -0.06430 1.25867  -0.50
3 C 0.07941 -1.59379 1.07685  -0.22
4 C 0.59294 -0.97588 -1.16490  -0.06
5 C -0.16505 0.69661 0.01024  -0.08
6 C 0.68799 1.88377 -0.27016  -0.39
7 N -0.10421 -1.87549 -0.32493  -0.65
8 O -1.81845 1.80618 -1.28586  -0.77
9 O -2.31703 -0.21035 -0.34539  -0.80
10 Cl 2.35741 -1.04112 -1.33994  -0.07
11 Cl 2.24288 1.80898 0.59324  -0.12
12 H -0.98000 0.10072 1.83984  0.22
13 H 0.66034 0.36640 1.79202  0.21
14 H 1.09056 -1.85236 1.36162  0.20
15 H -0.86259 -2.13485 1.52135  0.21
16 H 0.09319 -0.61548 -2.15067  0.23
17 H 0.11186 2.82054 -0.16857  0.24
18 H 0.99528 1.74840 -1.26346  0.22
19 H -1.00122 -1.65796 -0.57048  0.41

(3)
Here is a structure of composition C3H10N6 in a non-equilibrium geometry from OMol25. Energies are from ωB97M-V/def2-TZVPD.

Properties
- DFT total energy (eV) = -12209.7444
- HOMO level (Ha) = -0.278
- total charge = 0
- energy above the lowest of the compared OMol25 structures with the same formula, charge and spin (eV) = 2.420
- LUMO (eV) = 0.87
- Kohn-Sham gap (Ha) = 0.3097
- molar mass (g mol⁻¹) = 130.16

Last column: natural (NBO) charge in e.
Geometry (Å):
1 C -2.07873 0.92713 0.49577  -0.45
2 N -0.90302 1.07513 -0.33339  -0.47
3 C 0.61248 1.15466 0.49032  0.21
4 N 0.95621 1.94668 1.30898  -0.53
5 H -1.03585 1.71798 -1.10810  0.39
6 H -2.06144 1.64755 1.31440  0.24
7 H -2.07474 -0.07497 0.94950  0.21
8 H -3.00632 1.02831 -0.07071  0.20
9 C 1.03271 -0.19293 -0.11072  0.28
10 N -0.81082 -1.53942 -0.70826  -0.62
11 N 1.17158 -1.17358 0.93562  -0.87
12 N 2.21997 -0.18051 -0.94120  -0.85
13 N -0.15107 -0.44125 -1.01371  -0.08
14 H -1.29840 -1.99543 -1.46407  0.39
15 H -0.57164 -2.00023 0.17411  0.40
16 H 1.15623 -0.73716 1.85033  0.40
17 H 2.02421 -1.71062 0.82819  0.39
18 H 2.82535 0.59171 -0.67644  0.38
19 H 1.99330 -0.04306 -1.92063  0.38

(4)
Here is the ion C4H11N2O with charge -2 in a non-equilibrium geometry from OMol25. Energies are from ωB97M-V/def2-TZVPD.

Properties
- DFT total energy (eV) = -9349.1315
- HOMO level (spin up / spin down) (Ha) = 0.162 / -0.013
- spin multiplicity = 2
- total charge = -2
- energy above the lowest of the compared OMol25 structures with the same formula, charge and spin (eV) = 0.383
- LUMO (spin up / spin down) (eV) = 7.05 / 6.98
- Kohn-Sham gap (spin up / spin down) (Ha) = 0.0967 / 0.2694
- molar mass (g mol⁻¹) = 103.14

Last column: Löwdin spin population.
Geometry (Å):
1 C -0.15948 0.25210 0.80824  0.04
2 N 1.28575 0.30106 1.06142  0.00
3 C 1.96296 -1.07756 1.03675  0.00
4 O 1.90593 -1.69045 -0.11529  0.00
5 C -0.64848 0.59515 -0.61385  0.03
6 C -2.20749 0.77678 -0.58654  0.50
7 N -0.24871 -0.41254 -1.62732  0.01
8 H -0.75859 0.76121 1.55927  0.04
9 H -0.33957 -0.82638 0.90057  0.01
10 H 1.85942 0.88097 0.47552  0.00
11 H 1.63256 -1.63880 1.93268  0.00
12 H 3.07840 -0.77972 1.32419  0.00
13 H -0.24495 1.55776 -0.93382  0.01
14 H -2.68447 0.43814 0.34483  0.11
15 H -2.50488 1.80895 -0.78896  0.15
16 H -2.63467 0.14238 -1.36893  0.08
17 H 0.38516 0.00264 -2.30020  0.01
18 H 0.32109 -1.09168 -1.10856  0.00

(5)
Here is a structure of composition C22H49N2OP3RuS in a non-equilibrium geometry from OMol25. Energies are from ωB97M-V/def2-TZVPD.

Properties
- DFT total energy (eV) = -69877.5741
- HOMO level (spin up / spin down) (Ha) = -0.711 / -0.745
- spin multiplicity = 5
- total charge = +4
- energy above the lowest of the compared OMol25 structures with the same formula, charge and spin (eV) = 0.000
- LUMO (spin up / spin down) (eV) = -12.58 / -14.96
- Kohn-Sham gap (spin up / spin down) (Ha) = 0.2489 / 0.1956
- molar mass (g mol⁻¹) = 583.71

Last column: Löwdin spin population.
Geometry (Å):
1 Ru 0.14894 -0.01447 -0.43912  1.94
2 P 1.74547 1.17500 0.85137  0.09
3 P -0.85624 1.90031 -1.00731  0.12
4 P 1.95506 -0.57661 -1.76920  0.08
5 H -1.77630 -2.10166 -0.16601  0.01
6 C -0.71288 -2.23305 -0.40757  0.09
7 C 0.24534 -2.32660 0.61051  0.03
8 H -0.07310 -2.29770 1.65672  0.00
9 C 1.34822 1.90381 2.50152  0.01
10 C 2.54112 2.70881 0.16998  0.02
11 C 3.20455 0.16317 1.36610  0.03
12 C -2.60593 1.53139 -1.42303  0.05
13 C -1.02678 3.28190 0.19897  0.00
14 C -0.16727 2.69462 -2.49925  0.05
15 C 2.95997 -2.02816 -1.24823  0.01
16 C 3.26504 0.61455 -2.27136  0.01
17 C 1.53977 -1.13918 -3.45401  0.04
18 H -0.53546 -2.61921 -1.41675  0.01
19 H 1.24782 -2.71963 0.43587  0.00
20 H 1.28927 1.13153 3.27261  0.00
21 H 0.39893 2.45195 2.48866  0.00
22 H 2.14543 2.59741 2.80659  0.00
23 H 1.78543 3.43713 -0.14315  0.00
24 H 3.19588 2.50919 -0.68003  0.00
25 H 3.15213 3.16991 0.95927  0.00
26 H 2.88937 -0.86901 1.55845  0.00
27 H 3.64965 0.56004 2.29135  0.00
28 H 3.98159 0.15415 0.59313  0.00
29 H -2.79633 1.68649 -2.49514  0.00
30 H -3.25013 2.19747 -0.84595  0.01
31 H -2.89335 0.51242 -1.15859  0.00
32 H -1.36317 4.20449 -0.29545  0.00
33 H -0.08027 3.49338 0.70381  0.00
34 H -1.76072 3.02401 0.97416  0.00
35 H -0.80269 3.52538 -2.83690  0.01
36 H -0.10581 1.94602 -3.29922  0.00
37 H 0.84033 3.07473 -2.29261  0.00
38 H 3.77445 -2.17392 -1.97149  0.00
39 H 2.33394 -2.92728 -1.24716  0.00
40 H 3.39810 -1.89458 -0.25491  0.00
41 H 3.80502 0.20059 -3.13473  0.00
42 H 3.99356 0.79825 -1.47356  0.00
43 H 2.80670 1.56085 -2.58045  0.00
44 H 2.43704 -1.49167 -3.97485  0.01
45 H 1.08125 -0.31293 -4.00724  0.00
46 H 0.80828 -1.94618 -3.38311  0.00
47 C -1.83629 -1.43961 -4.08495  0.02
48 C -2.95934 -0.79967 -4.63911  0.29
49 C -3.44195 -1.21688 -5.88114  0.20
50 C -2.84981 -2.27062 -6.58733  0.01
51 C -1.78516 -2.95530 -5.99892  0.24
52 C -1.32897 -2.58929 -4.73376  0.25
53 O -1.11064 -1.02899 -2.99729  0.04
54 H -1.35493 -0.36021 -2.25569  0.03
55 H -3.44379 0.02037 -4.12077  0.01
56 H -4.29902 -0.72839 -6.33916  0.01
57 H -3.19985 -2.57733 -7.57536  0.00
58 H -1.30691 -3.80672 -6.50387  0.01
59 H -0.55175 -3.16948 -4.24438  0.01
60 C -1.55333 -2.31415 5.06586  0.00
61 C -0.18665 -1.69390 4.85187  0.00
62 N -0.06881 -0.83616 3.64478  0.00
63 C -1.06651 -0.04517 3.18470  0.03
64 S -1.38739 0.18516 1.49183  0.19
65 N -1.87319 0.56255 4.08994  0.03
66 C -1.46498 0.98137 5.47439  0.00
67 C -0.08260 1.57910 5.59485  0.00
68 H -2.34462 -1.56070 5.13359  0.00
69 H -1.54091 -2.89026 6.00545  0.00
70 H -1.78828 -3.00805 4.25041  0.00
71 H 0.12620 -1.10626 5.72078  0.00
72 H 0.55630 -2.49095 4.73312  0.00
73 H 0.58477 -1.15695 2.92746  0.00
74 H -2.60758 1.13186 3.66964  0.00
75 H -2.21136 1.72644 5.78368  0.00
76 H -1.58765 0.11371 6.13127  0.00
77 H 0.04810 2.43018 4.91982  0.00
78 H 0.05234 1.93742 6.62387  0.00
79 H 0.70333 0.83979 5.40170  0.00

(6)
Here is a structure of composition C36H36AuIN4O3Te in a non-equilibrium geometry from OMol25. Energies are from ωB97M-V/def2-TZVPD.

Properties
- DFT total energy (eV) = -69101.4128
- HOMO level (spin up / spin down) (Ha) = -0.195 / -0.194
- spin multiplicity = 2
- total charge = -1
- energy above the lowest of the compared OMol25 structures with the same formula, charge and spin (eV) = 0.147
- LUMO (spin up / spin down) (eV) = 2.17 / 2.17
- Kohn-Sham gap (spin up / spin down) (Ha) = 0.2751 / 0.2738
- molar mass (g mol⁻¹) = 1024.18

Last column: Löwdin spin population.
Geometry (Å):
1 Au -0.09032 -3.25121 -0.74305  0.07
2 O 1.55844 -2.46585 -1.84297  0.00
3 N 2.21902 -3.36435 -2.47321  0.00
4 N 3.19211 -2.85227 -3.13823  0.00
5 O 3.42615 -1.61996 -3.26903  0.00
6 C 3.84439 -3.83038 -4.00532  0.00
7 C 3.47876 -5.14279 -3.98831  0.00
8 C 4.05335 -5.98643 -4.92627  0.00
9 C 4.90411 -5.48755 -5.91403  0.00
10 C 5.24846 -4.13085 -5.90391  0.00
11 C 4.75752 -3.33660 -4.90913  0.00
12 H 2.74721 -5.44991 -3.25103  0.00
13 H 3.80805 -7.00082 -5.07907  0.00
14 H 5.42055 -6.14553 -6.60024  0.00
15 H 5.93905 -3.69494 -6.61981  0.00
16 H 4.94937 -2.26330 -4.76628  0.00
17 I -5.03380 -1.92528 -3.22142  0.00
18 C -2.91443 -1.70064 -3.64175  0.00
19 C -2.09588 -2.69423 -3.19177  0.00
20 C -0.76090 -2.62289 -3.56887  0.00
21 C -0.27892 -1.45894 -4.11506  0.00
22 C -1.18531 -0.51390 -4.55754  0.00
23 N -2.51189 -0.64050 -4.27839  0.00
24 H -2.56573 -3.58291 -2.69849  0.00
25 H -0.06977 -3.42727 -3.35025  0.00
26 H 0.79034 -1.33700 -4.17270  0.00
27 H -0.85556 0.43308 -5.06194  0.00
28 C -2.95328 7.43397 3.31163  0.00
29 C -2.82941 6.20539 2.44804  0.00
30 C -1.78770 6.07856 1.55003  0.00
31 C -1.56123 4.87979 0.80537  0.00
32 C -0.24581 4.75535 0.09979  0.00
33 C -2.55272 3.87996 0.90684  0.00
34 Te -2.20732 1.93271 0.06265  0.00
35 N -1.43289 -3.97320 0.57676  0.77
36 C -0.77996 -4.29657 1.72888  0.07
37 O -0.30116 -5.41298 1.93251  0.04
38 C -0.59172 -3.18329 2.74419  0.02
39 C 0.53381 -3.05500 3.55063  0.00
40 C 0.56015 -2.00858 4.46576  0.00
41 C -0.56244 -1.16352 4.59673  0.00
42 C -1.62541 -1.29399 3.75752  0.00
43 C -1.64886 -2.28471 2.78411  0.01
44 C -0.28965 1.44177 0.82703  0.00
45 C 0.05803 1.55855 2.18736  0.00
46 C -0.88292 2.10148 3.25126  0.00
47 C 1.34340 1.06575 2.59125  0.00
48 C 2.19320 0.38007 1.71491  0.00
49 C 3.53625 -0.08454 2.19857  0.00
50 C 1.81349 0.30904 0.35244  0.00
51 C 0.56543 0.79789 -0.09545  0.00
52 C 0.21155 0.61083 -1.59513  0.00
53 C -3.66601 4.02636 1.80350  0.00
54 C -4.58227 2.86742 2.09205  0.00
55 C -3.74062 5.15212 2.61960  0.00
56 H -3.47215 7.24128 4.18139  0.00
57 H -3.43041 8.20908 2.75019  0.00
58 H -1.96480 7.84864 3.58483  0.00
59 H -1.13944 6.95274 1.43472  0.00
60 H 0.22214 5.71263 -0.18325  0.00
61 H -0.23551 4.12152 -0.81864  0.00
62 H 0.49151 4.31477 0.80295  0.00
63 H 1.34217 -3.74257 3.38771  0.00
64 H 1.37767 -1.86628 5.13751  0.00
65 H -0.51138 -0.40341 5.33094  0.00
66 H -2.47740 -0.61912 3.78161  0.00
67 H -2.49928 -2.40647 2.14324  0.00
68 H -1.77333 1.41653 3.20899  0.00
69 H -1.19937 3.13638 3.11233  0.00
70 H -0.41850 1.98851 4.22368  0.00
71 H 1.60204 1.10169 3.62767  0.00
72 H 3.89439 -0.80721 1.44250  0.00
73 H 3.42208 -0.68074 3.14097  0.00
74 H 4.17787 0.78756 2.30956  0.00
75 H 2.49889 -0.07079 -0.36363  0.00
76 H 1.13265 0.27258 -2.04554  0.00
77 H -0.12765 1.52858 -2.07627  0.00
78 H -0.51159 -0.18383 -1.77973  0.00
79 H -4.05829 2.13551 2.70093  0.00
80 H -4.72952 2.31581 1.15727  0.00
81 H -5.56777 3.15402 2.52749  0.00
82 H -4.59329 5.31518 3.29981  0.00

Question: What is the molar mass in the second record?
Answer: 197.04 g mol⁻¹

Repeat the second record exactly.
Here is the ion C6H8Cl2NO2 with charge -1 in a non-equilibrium geometry from OMol25. Energies are from ωB97M-V/def2-TZVPD.

Properties
- DFT total energy (eV) = -36981.5391
- HOMO level (Ha) = -0.157
- total charge = -1
- energy above the lowest of the compared OMol25 structures with the same formula, charge and spin (eV) = 1.250
- LUMO (eV) = 3.21
- Kohn-Sham gap (Ha) = 0.2746
- molar mass (g mol⁻¹) = 197.04

Last column: natural (NBO) charge in e.
Geometry (Å):
1 C -1.56940 0.78998 -0.56946  0.71
2 C -0.09390 -0.06430 1.25867  -0.50
3 C 0.07941 -1.59379 1.07685  -0.22
4 C 0.59294 -0.97588 -1.16490  -0.06
5 C -0.16505 0.69661 0.01024  -0.08
6 C 0.68799 1.88377 -0.27016  -0.39
7 N -0.10421 -1.87549 -0.32493  -0.65
8 O -1.81845 1.80618 -1.28586  -0.77
9 O -2.31703 -0.21035 -0.34539  -0.80
10 Cl 2.35741 -1.04112 -1.33994  -0.07
11 Cl 2.24288 1.80898 0.59324  -0.12
12 H -0.98000 0.10072 1.83984  0.22
13 H 0.66034 0.36640 1.79202  0.21
14 H 1.09056 -1.85236 1.36162  0.20
15 H -0.86259 -2.13485 1.52135  0.21
16 H 0.09319 -0.61548 -2.15067  0.23
17 H 0.11186 2.82054 -0.16857  0.24
18 H 0.99528 1.74840 -1.26346  0.22
19 H -1.00122 -1.65796 -0.57048  0.41

Question: Which formula does entry 4 have?
Answer: C4H11N2O